Density functional theory data (ωB97M-V with the def2-TZVPD basis set) for a structure of composition H32KO20P in a non-equilibrium geometry.

Element x y z (Å)
K 7.88990 13.10632 -13.43641
P 5.77539 10.76165 -14.82037
O 5.28333 11.89165 -13.85790
O 5.75934 11.31332 -16.29371
O 4.84543 9.54992 -14.70560
O 7.23230 10.45873 -14.39464
O 7.71408 7.80571 -14.81043
H 6.87433 7.37120 -15.00350
H 7.46730 8.68646 -14.45981
O 2.34858 9.06083 -15.70833
H 3.27955 9.16801 -15.42994
H 2.32996 9.49233 -16.56852
O 5.01783 13.25887 -11.46152
H 4.97313 12.74349 -12.28069
H 4.85392 12.61012 -10.77092
O 3.45343 12.79768 -16.57830
H 4.21386 12.18514 -16.53575
H 3.06763 12.76582 -15.69474
O 10.34283 9.43507 -15.70014
H 9.85133 10.26989 -15.67673
H 9.83519 8.84507 -15.13167
O 8.29462 10.60458 -11.91024
H 7.69584 10.51317 -12.68405
H 8.52895 9.70252 -11.68388
O 8.83912 11.92070 -15.97076
H 8.02834 11.50185 -15.60605
H 8.52214 12.58035 -16.58930
O 5.29560 10.07181 -11.72711
H 5.76550 9.30054 -12.05519
H 5.28888 10.71147 -12.47334
O 4.66964 7.36287 -13.05979
H 4.76682 8.19735 -13.56600
H 5.12032 6.70853 -13.59994
O 3.95007 10.20528 -18.04003
H 3.50066 11.05282 -18.12600
H 4.49515 10.31824 -17.23613
O 4.76504 14.58587 -14.23814
H 5.22984 14.68371 -15.07356
H 4.81514 13.64167 -14.03364
O 5.14467 7.52096 -16.43111
H 5.11759 8.31311 -15.84617
H 5.72791 7.78982 -17.15094
O 2.64601 11.65665 -13.60414
H 2.58090 10.70798 -13.45951
H 3.60786 11.81208 -13.73171
O 7.49942 9.34068 -17.42198
H 6.86848 9.90050 -16.93577
H 7.96960 8.85694 -16.73168
O 6.40012 14.07549 -16.32325
H 6.03104 13.16584 -16.38992
H 7.14849 14.07911 -16.92314
O 6.46543 11.93135 -18.83706
H 6.25177 11.57912 -17.94160
H 7.02219 12.69658 -18.68025

- molecular weight (g mol⁻¹) = 422.31
- lowest unoccupied orbital energy (eV) = 3.3064
- ΔE to the lowest compared entry with this formula, charge and spin (kcal per mole) = 0.0
- spin multiplicity = 1
- frontier orbital gap (eV) = 7.5690
- maximum force (eV/Å) = 1.19
- net charge = -2
- HOMO (eV) = -4.263

Results of the Mulliken charge analysis, in e, for atoms 1 through 4: atom 1 (K): 1.058, atom 2 (P): -0.989, atom 3 (O): 0.144, atom 4 (O): 0.577

Density functional theory data (ωB97M-V with the def2-TZVPD basis set) for a cluster of 13 separate species, C31H88O23S13 in total in a non-equilibrium geometry.

Element x y z (Å)
O -2.21815 3.48021 -4.54497
S -2.71011 2.47990 -5.47281
O -4.06854 1.91482 -5.39051
O -2.45508 2.94820 -7.05847
C -1.17402 3.33466 -7.49748
C -0.63462 2.21286 -8.41289
C -1.58899 1.05113 -5.41292
H -0.48987 3.42884 -6.65418
H -1.25169 4.34811 -7.89116
H 0.36309 2.49046 -8.75290
H -1.19766 2.00362 -9.32244
H -0.47325 1.25255 -7.92313
H -1.77028 0.74247 -4.38337
H -0.52628 1.26071 -5.53464
H -1.97274 0.37243 -6.17463
O 4.07499 -2.72646 -3.76255
S 4.28838 -1.48390 -3.02378
O 3.15334 -0.86339 -2.30412
O 5.51465 -1.77880 -1.87607
C 6.58389 -2.61728 -2.25959
C 7.59365 -2.44523 -1.11838
C 5.14730 -0.16519 -4.05550
H 6.95886 -2.21615 -3.20119
H 6.31551 -3.66557 -2.39057
H 8.61890 -2.80379 -1.20993
H 7.13541 -2.88083 -0.23047
H 7.64763 -1.39920 -0.81670
H 4.35131 0.29083 -4.64419
H 5.76281 -0.54303 -4.87189
H 5.73115 0.44184 -3.36359
O -5.46209 6.29767 4.45203
S -4.39391 5.71695 5.28054
O -4.68928 5.00392 6.52081
O -3.51760 4.67795 4.25969
C -2.54198 3.78016 4.82641
C -2.15359 2.74405 3.75575
C -3.01882 7.06321 5.56098
H -3.01068 3.28389 5.67620
H -1.74372 4.48105 5.07061
H -1.54041 2.02660 4.30107
H -1.60561 3.08908 2.87896
H -3.00182 2.24863 3.28334
H -2.65478 7.35015 4.57445
H -2.23401 6.64635 6.19217
H -3.44793 7.91032 6.09611
O 5.15138 -2.94944 4.65461
S 4.32653 -1.97775 4.00243
O 4.94935 -1.00329 3.15812
O 3.09853 -2.76915 3.26020
C 2.17148 -1.98481 2.50878
C 2.25359 -2.17728 0.92538
C 3.27672 -1.16767 5.24544
H 2.31719 -0.90682 2.57807
H 1.22611 -2.35194 2.90826
H 1.39375 -1.70368 0.45157
H 2.15457 -3.23477 0.68039
H 3.17432 -1.83185 0.45524
H 2.59995 -1.96256 5.55886
H 2.67709 -0.43310 4.70791
H 3.94040 -0.86339 6.05479
O -0.20180 -5.07304 0.58278
S -1.63965 -5.19987 0.81558
O -2.56670 -5.54903 -0.26715
O -1.79732 -6.31670 2.08173
C -2.08226 -7.68331 1.69324
C -1.59260 -8.44726 2.94847
C -2.15686 -3.77553 1.88151
H -1.40405 -7.87883 0.86265
H -3.11225 -7.88054 1.39606
H -0.57828 -8.18730 3.25125
H -1.54283 -9.47662 2.59345
H -2.43691 -8.30663 3.62335
H -2.99339 -4.13812 2.47888
H -2.34164 -2.91839 1.23401
H -1.39017 -3.37431 2.54432
C -1.04911 -0.79390 6.81779
S -0.67286 -0.99027 4.92264
O -0.35382 -2.47800 4.77117
C -2.38112 -0.87911 4.22347
H -1.31457 0.20354 7.16814
H -0.05254 -1.01727 7.19865
H -1.77906 -1.45766 7.28113
H -2.43605 -0.93156 3.13612
H -2.80830 0.06249 4.56844
H -2.95205 -1.70129 4.65495
C -2.53684 -3.50137 -5.71484
S -2.02342 -2.74645 -4.11876
O -2.95426 -1.54609 -3.85869
C -2.56738 -4.08578 -3.02192
H -2.18763 -2.95121 -6.58861
H -3.60504 -3.59883 -5.90865
H -2.10308 -4.49653 -5.81288
H -3.44684 -4.59424 -3.41704
H -2.83340 -3.55498 -2.10781
H -1.79799 -4.82718 -2.80639
C 1.45410 -3.48623 -2.27586
S 1.20952 -5.29828 -2.58360
O 0.41128 -5.25654 -3.88927
C 2.82766 -5.66786 -3.27094
H 2.26276 -3.53557 -1.54665
H 0.59611 -2.94577 -1.87605
H 1.71769 -3.01549 -3.22297
H 2.98465 -6.69341 -3.60516
H 3.68918 -5.43895 -2.64365
H 2.89350 -5.04695 -4.16438
C 1.44865 4.07451 4.30765
S 2.48215 3.09453 5.51311
O 1.65852 1.81717 5.81847
C 3.90780 2.51508 4.44502
H 0.73690 4.72545 4.81537
H 0.88060 3.46547 3.60445
H 2.10129 4.68430 3.68290
H 4.64147 1.94291 5.01286
H 4.49603 3.37969 4.13756
H 3.52727 2.03252 3.54478
C 3.70164 4.44947 -2.51441
S 3.50994 2.66077 -2.27205
O 2.86370 2.58312 -0.92712
C 2.17830 2.46686 -3.55496
H 4.08919 4.68221 -3.50624
H 4.45785 4.71376 -1.77521
H 2.76056 4.96731 -2.32917
H 1.59927 1.60019 -3.23605
H 2.59150 2.20895 -4.53007
H 1.51311 3.32932 -3.59718
C -2.02069 6.73332 0.97648
S -1.52653 4.97322 0.85855
O -0.26307 4.85474 1.75491
C -0.85219 5.23287 -0.87156
H -1.17571 7.40772 0.83762
H -2.46341 6.96169 1.94599
H -2.76599 6.93018 0.20584
H -0.06430 5.96480 -0.69373
H -1.57542 5.57611 -1.61130
H -0.30933 4.32739 -1.14267
C -0.29500 0.50564 -1.54073
S -1.07565 0.38736 0.07991
O -0.85431 -0.95163 0.81251
C -0.02237 1.53338 1.10605
H -0.21603 1.54812 -1.84911
H -1.01988 0.00938 -2.18600
H 0.63084 -0.06769 -1.49362
H 1.02182 1.22079 1.11234
H -0.26626 1.38467 2.15796
H 0.11522 2.58565 0.85724
C -6.96102 0.50920 -1.11144
S -5.20106 0.55436 -1.61054
O -4.65739 1.88680 -1.03176
C -4.64950 -0.78552 -0.55716
H -7.50396 -0.23901 -1.68893
H -7.29659 1.54597 -1.13591
H -7.20460 0.14728 -0.11254
H -3.56555 -0.71110 -0.64450
H -4.97284 -1.76426 -0.91158
H -4.89358 -0.64613 0.49597

- molecular weight (g mol⁻¹) = 1245.89
- lowest unoccupied orbital energy (eV) = -0.2658
- ΔE to the lowest compared entry with this formula, charge and spin (kcal per mole) = 75.0
- spin multiplicity = 1
- frontier orbital gap (eV) = 8.2521
- maximum force (eV/Å) = 3.49
- HOMO (eV) = -8.518

Results of the Mulliken charge analysis, in e, for atoms 1 through 4: atom 1 (O): -0.551, atom 2 (S): 1.155, atom 3 (O): -0.598, atom 4 (O): -0.382

Density functional theory data (ωB97M-V with the def2-TZVPD basis set) for the molecule C11H8N4 in a non-equilibrium geometry.

Element x y z (Å)
C -3.07248 1.00332 -0.49125
C 2.48053 -1.44201 -1.78843
C -2.69355 2.03499 0.32791
C 2.70879 -2.15534 -0.53145
C -2.06343 0.01890 -0.52162
C 1.44312 -0.50942 -1.64130
C -1.41142 1.75212 0.78963
C 1.74061 -1.67177 0.31591
C -0.23051 2.50443 1.29281
C 1.12084 -1.86938 1.59941
C -0.00200 -0.32401 0.62419
N 0.85734 1.96068 1.33519
N 0.11756 -1.02199 1.74521
N -1.09247 0.48127 0.31965
N 0.91753 -0.68567 -0.36503
H -4.08945 0.87262 -0.98359
H 3.17583 -1.24400 -2.54186
H -3.05706 3.07879 0.26550
H 3.46931 -2.83152 -0.36081
H -1.90961 -0.89305 -0.97093
H 0.86108 -0.07032 -2.44176
H -0.57639 3.43514 1.56891
H 1.30582 -2.42379 2.45369

- molecular weight (g mol⁻¹) = 196.21
- lowest unoccupied orbital energy (alpha / beta) (eV) = -0.5551 / -1.1801
- ΔE to the lowest compared entry with this formula, charge and spin (kcal per mole) = 28.1
- spin multiplicity = 1
- frontier orbital gap (alpha / beta) (eV) = 7.0590 / 7.5075
- maximum force (eV/Å) = 4.10
- HOMO (alpha / beta) (eV) = -7.614 / -8.688

Results of the Mulliken charge analysis, in e, for atoms 1 through 4: atom 1 (C): -0.450, atom 2 (C): -0.723, atom 3 (C): -0.654, atom 4 (C): -0.489

Density functional theory data (ωB97M-V with the def2-TZVPD basis set) for the molecule C7H8BrN in a non-equilibrium geometry.

Element x y z (Å)
C -2.43795 -0.98560 0.53272
C -1.63698 0.03058 0.43015
C -0.16872 -0.08511 0.47877
C 0.79287 -1.18502 1.14665
Br 0.26230 -2.36995 2.43386
C 2.08168 -0.92254 0.65235
C 1.95324 0.14566 -0.27879
N 0.59975 0.58434 -0.38156
C 0.16910 1.71316 -1.23860
H -3.46554 -0.83133 0.27524
H -2.09587 -1.96000 0.69180
H -1.94511 1.07932 0.17632
H 2.95631 -1.58004 0.72232
H 2.66438 0.35288 -0.96117
H -0.20162 1.30180 -2.26171
H -0.61828 2.51211 -0.84812
H 1.09042 2.19976 -1.57023

- molecular weight (g mol⁻¹) = 186.05
- lowest unoccupied orbital energy (eV) = 0.7710
- ΔE to the lowest compared entry with this formula, charge and spin (kcal per mole) = 12.0
- spin multiplicity = 1
- frontier orbital gap (eV) = 8.0853
- maximum force (eV/Å) = 5.64
- HOMO (eV) = -7.314

Results of the Mulliken charge analysis, in e, for atoms 1 through 4: atom 1 (C): -0.834, atom 2 (C): -0.075, atom 3 (C): 0.281, atom 4 (C): 0.045

Density functional theory data (ωB97M-V with the def2-TZVPD basis set) for a structure of composition C14H12FeN3OTe4 in a non-equilibrium geometry.

Element x y z (Å)
Fe 1.68963 -0.45403 0.36679
C -0.89459 2.72892 -0.96358
C 0.21316 1.89182 -0.40364
N 0.16904 0.59285 -0.34593
N -1.03372 -0.04393 -0.51884
C -0.99487 -1.12996 0.21927
O -0.02520 -1.46765 0.98327
C -2.17294 -2.05793 0.15061
C -3.32948 -1.71493 -0.54438
C -4.38492 -2.61024 -0.63380
C -4.29464 -3.86096 -0.03277
C -3.14653 -4.20262 0.66714
C -2.09038 -3.30143 0.76178
C 1.39002 2.43748 0.20999
C 1.68525 3.81502 0.23937
C 2.77803 4.26868 0.92644
C 3.59859 3.34265 1.59175
C 3.26703 2.01499 1.51759
N 2.19107 1.54045 0.85658
H -1.49915 2.12030 -1.63031
H -0.50034 3.58017 -1.52032
H -1.55199 3.11560 -0.17941
H -3.38015 -0.74164 -1.01452
H -5.28028 -2.33453 -1.17734
H -5.11489 -4.56411 -0.11260
H -3.06826 -5.17392 1.14019
H -1.18801 -3.55134 1.30279
H 1.03289 4.50391 -0.28040
H 3.00508 5.32718 0.95784
H 4.47416 3.65295 2.14417
H 3.88469 1.26516 1.99650
Te 3.83474 -0.68866 -0.75676
Te 6.01427 -1.59168 -1.99200
Te 2.90129 -4.24197 -2.76276
Te 1.82139 -2.46661 -1.16270

- molecular weight (g mol⁻¹) = 804.52
- expectation value of S² = 6.48
- lowest unoccupied orbital energy (alpha / beta) (eV) = 1.9866 / 1.1288
- spin multiplicity = 5
- frontier orbital gap (alpha / beta) (eV) = 5.7925 / 4.5125
- maximum force (eV/Å) = 2.72
- net charge = -1
- HOMO (alpha / beta) (eV) = -3.806 / -3.384

Results of the Mulliken charge analysis, in e, for atoms 1 through 4: atom 1 (Fe): -0.158, atom 2 (C): -1.431, atom 3 (C): 0.456, atom 4 (N): 0.567

Density functional theory data (ωB97M-V with the def2-TZVPD basis set) for a structure of composition C4H13N3O2 in a non-equilibrium geometry.

Element x y z (Å)
C 0.42046 -0.14296 -0.52406
C -0.68514 -0.59713 0.29032
C 1.06275 -1.08411 -1.49804
C -1.37668 0.30275 1.26051
N -1.29670 1.73155 -1.62663
N 1.14096 -0.80696 2.30316
N 1.13473 0.92868 -0.13539
O -1.26690 0.33362 -1.50606
O 0.53982 -1.57795 1.29049
H -1.19018 -1.48158 -0.06598
H -0.99397 1.96079 -2.57239
H -2.26764 2.03221 -1.55434
H 1.03961 -1.33253 3.16986
H 2.13118 -0.72240 2.07429
H 0.73924 1.56583 0.53784
H 1.86168 1.27397 -0.74097
H 0.31877 -1.40330 -2.22598
H 1.42671 -1.95957 -0.96411
H 1.87806 -0.60220 -2.03898
H -0.69218 0.55519 2.07386
H -1.68259 1.22774 0.76699
H -2.24201 -0.20164 1.68561

- molecular weight (g mol⁻¹) = 135.17
- lowest unoccupied orbital energy (eV) = 0.9468
- ΔE to the lowest compared entry with this formula, charge and spin (kcal per mole) = 141.0
- spin multiplicity = 1
- frontier orbital gap (eV) = 8.2513
- maximum force (eV/Å) = 3.25
- HOMO (eV) = -7.304

Results of the Mulliken charge analysis, in e, for atoms 1 through 4: atom 1 (C): 0.820, atom 2 (C): 0.564, atom 3 (C): -1.426, atom 4 (C): -1.603